ORCA calculation (the ωB97M-V functional and the def2-TZVPD basis) on a structure of composition C28H24IrN3O2.

Energy above the lowest of the compared OMol25 structures with the same formula, charge and spin in kJ/mol: 0.0
Net charge: +1
Max |F| in Eh/bohr: 0.01868
2S+1: 6
M in g/mol: 626.736
Orbital gap (alpha / beta) in eV: 7.440 / 5.808
HOMO (alpha / beta) in eV: -10.22 / -11.11

CARTESIAN COORDINATES (ANGSTROEM)
Ir1 0.4144 -0.9967 -0.4739
O1 -0.4106 -2.6868 0.1935
C1 0.0860 -3.5737 1.0816
C2 -0.8019 -4.2490 1.9157
C3 -0.3365 -5.1379 2.8648
C4 1.0320 -5.3899 3.0096
C5 1.9045 -4.7516 2.1724
C6 1.4536 -3.8483 1.1910
C7 2.4401 -3.2360 0.3385
N1 2.2081 -2.4321 -0.6313
C8 3.3617 -1.9098 -1.3823
C9 2.8877 -0.7317 -2.2128
N2 2.0763 0.0963 -1.3238
C10 2.3080 1.3433 -1.1379
C11 1.6686 2.1337 -0.1231
C12 1.7627 3.5329 -0.2099
C13 1.2188 4.3387 0.7524
C14 0.6000 3.7538 1.8766
C15 0.5320 2.3902 2.0170
C16 1.0445 1.5299 1.0151
O2 0.9838 0.2294 1.1861
H1 -1.8621 -4.0506 1.7886
H2 -1.0481 -5.6529 3.5045
H3 1.3918 -6.0764 3.7644
H4 2.9700 -4.9493 2.2480
H5 3.4797 -3.5023 0.5555
H6 3.7681 -2.6745 -2.0440
H7 4.1529 -1.5891 -0.7009
H8 2.2578 -1.0921 -3.0276
H9 3.7330 -0.1882 -2.6356
H10 3.0452 1.8423 -1.7719
H11 2.2652 3.9739 -1.0668
H12 1.2698 5.4170 0.6562
H13 0.1812 4.3911 2.6486
H14 0.0820 1.9246 2.8874
C17 -0.7306 3.7179 -3.2528
C18 -0.2641 2.4634 -3.6466
C19 -0.4445 1.3672 -2.8264
C20 -1.1224 1.5045 -1.6058
C21 -1.6178 2.7652 -1.2294
C22 -1.4054 3.8617 -2.0447
N3 -1.2248 0.4131 -0.7414
C23 -2.3706 0.2795 0.0432
C24 -2.3050 -0.2799 1.3326
C25 -3.4598 -0.4526 2.0682
C26 -4.6961 -0.0954 1.5336
C27 -4.7717 0.4586 0.2589
C28 -3.6237 0.6587 -0.4786
H15 -0.5732 4.5788 -3.8915
H16 0.2310 2.3445 -4.6043
H17 -0.1014 0.3845 -3.1251
H18 -2.1224 2.8733 -0.2766
H19 -1.7628 4.8375 -1.7337
H20 -1.3433 -0.5304 1.7613
H21 -3.3981 -0.8633 3.0689
H22 -5.6004 -0.2507 2.1095
H23 -5.7340 0.7226 -0.1632
H24 -3.6794 1.0631 -1.4819